[1]
# C3H3AlLiO2

C3H3AlLiO2 as an isolated structure (the ωB97M-V functional and the def2-TZVPD basis, the Open Molecules 2025 dataset).

Output
Spin multiplicity = 1
E_HOMO (spin up / spin down) = -24.43 / -23.35 eV
Energy relative to the best compared isomer or geometry (same formula, charge and spin) = 4.0383 eV
E_LUMO (spin up / spin down) = -17.65 / -17.90 eV
Net charge = +3
HOMO-LUMO gap (spin up / spin down) = 6.7813 / 5.4521 eV

Element x y z (Å)
H 2.749 0.976 0.439
O -0.332 -0.544 -1.107
C -0.266 -0.524 0.203
C -0.982 0.178 1.085
C 1.838 0.672 -0.098
O 0.975 0.305 0.761
Al 1.107 0.073 -1.861
Li -2.034 -0.806 -1.848
H -1.955 0.578 0.808
H -1.099 -0.909 1.618


[2]
# C4H2ClFS2

One molecule with the formula C4H2ClFS2 (the ωB97M-V functional and the def2-TZVPD basis, the Open Molecules 2025 dataset).

Output
Spin multiplicity = 1
SMILES string = F/C(=C\Cl)C(=S)C=S
E_HOMO = -9.10 eV
Energy relative to the best compared isomer or geometry (same formula, charge and spin) = 1.0322 eV
E_LUMO = -1.81 eV
HOMO-LUMO gap = 7.2831 eV

Element x y z (Å)
C 1.771 0.205 -0.409
C 0.692 -0.238 0.249
C -0.518 0.432 0.099
C -1.867 -0.298 0.310
H 1.646 1.319 -0.799
H -2.501 0.054 1.270
F 0.692 -1.464 0.732
S -0.628 2.067 -0.243
S -2.505 -1.443 -0.727
Cl 3.218 -0.633 -0.483


[3]
# C52H56BrCl2N11O3SiW

C52H56BrCl2N11O3SiW as an isolated structure (the ωB97M-V functional and the def2-TZVPD basis, the Open Molecules 2025 dataset).

Output
Spin multiplicity = 1
E_HOMO = -12.66 eV
E_LUMO = -6.06 eV
Net charge = +2
HOMO-LUMO gap = 6.5970 eV

Element x y z (Å)
W 0.492 0.725 -0.794
O 0.424 1.159 -2.604
C -0.590 0.722 -3.428
C -0.675 1.088 -4.754
C -1.704 0.534 -5.507
C -2.607 -0.355 -4.936
C -2.512 -0.690 -3.590
C -1.501 -0.136 -2.822
C -1.339 -0.307 -1.339
N -1.551 0.887 -0.664
N -2.067 0.806 0.630
C -1.151 0.908 1.520
O 0.127 1.012 1.099
C -1.406 0.857 2.966
C -0.335 0.830 3.856
C -0.574 0.718 5.217
C -1.878 0.653 5.688
C -2.947 0.685 4.799
C -2.716 0.775 3.438
H 0.050 1.765 -5.184
H -1.798 0.800 -6.551
H -3.396 -0.782 -5.539
H -3.233 -1.363 -3.142
H -1.788 -1.175 -0.860
H 0.679 0.888 3.482
H 0.257 0.677 5.909
H -2.065 0.574 6.751
H -3.961 0.633 5.170
H -3.538 0.787 2.735
C -2.288 5.562 -2.071
N -1.138 4.715 -1.725
C -1.171 3.491 -1.230
N 0.072 3.066 -1.015
C 0.841 4.119 -1.430
N 0.140 5.142 -1.848
C -3.394 5.459 -1.041
C -4.717 5.685 -1.407
C -5.729 5.599 -0.460
C -5.445 5.265 0.856
C -4.126 5.038 1.222
C -3.111 5.157 0.278
C -3.729 4.692 2.588
N -4.405 4.404 3.642
N -3.465 4.168 4.658
C -2.312 4.337 4.120
O -2.394 4.666 2.810
C -0.951 4.235 4.644
C -0.670 3.901 5.963
C 0.653 3.800 6.374
C 1.695 4.043 5.485
C 1.409 4.414 4.176
C 2.475 4.736 3.166
N 2.802 3.571 2.322
C 2.098 3.025 1.347
N 2.779 1.955 0.926
C 3.903 1.894 1.720
N 3.923 2.871 2.573
C 0.092 4.497 3.765
H -2.660 5.257 -3.049
H -1.898 6.575 -2.165
H -2.073 2.938 -1.047
H 1.919 4.121 -1.414
H -4.963 5.930 -2.433
H -6.752 5.789 -0.755
H -6.231 5.188 1.596
H -2.090 5.007 0.596
H -1.484 3.732 6.656
H 0.876 3.540 7.399
H 2.722 3.969 5.820
H 3.418 5.022 3.625
H 2.148 5.538 2.505
H 1.149 3.362 0.975
H 4.665 1.142 1.645
H -0.136 4.807 2.753
Cl 1.873 -1.377 1.625
C 3.350 -1.099 0.753
C 4.377 -2.016 0.855
C 5.538 -1.818 0.117
C 5.668 -0.721 -0.716
C 4.628 0.194 -0.800
Cl 4.804 1.588 -1.804
C 3.455 0.025 -0.072
N 2.443 1.038 -0.101
H 4.272 -2.871 1.508
H 6.348 -2.531 0.192
H 6.571 -0.559 -1.288
C -0.592 -5.974 -3.788
C -0.571 -4.553 -3.178
C -1.979 -4.205 -2.677
C -0.227 -3.527 -4.277
Si 0.707 -4.623 -1.794
Br 1.441 -1.517 -1.841
C 0.111 -4.841 -0.029
C 1.265 -4.922 0.979
C -0.828 -3.708 0.422
C -0.642 -6.194 -0.007
C 2.469 -5.112 -2.232
C 2.510 -6.650 -2.063
C 2.823 -4.745 -3.683
C 3.539 -4.464 -1.338
H -1.335 -5.986 -4.589
H -0.879 -6.740 -3.063
H 0.363 -6.262 -4.226
H -2.654 -4.216 -3.537
H -2.015 -3.204 -2.247
H -2.372 -4.914 -1.951
H -1.041 -3.537 -5.007
H 0.692 -3.763 -4.807
H -0.145 -2.515 -3.886
H 1.862 -4.012 0.993
H 1.921 -5.772 0.793
H 0.838 -5.055 1.976
H -0.346 -2.732 0.340
H -1.082 -3.870 1.473
H -1.760 -3.685 -0.137
H -0.002 -7.031 -0.297
H -1.523 -6.207 -0.646
H -0.975 -6.379 1.017
H 1.809 -7.168 -2.718
H 2.314 -6.965 -1.037
H 3.515 -6.992 -2.323
H 2.193 -5.246 -4.416
H 3.851 -5.067 -3.872
H 2.776 -3.669 -3.856
H 3.497 -4.808 -0.309
H 3.477 -3.378 -1.348
H 4.518 -4.743 -1.737


[4]
# H32O16

A 16-piece molecular cluster, H32O16 overall (the ωB97M-V functional and the def2-TZVPD basis, the Open Molecules 2025 dataset).

Output
Spin multiplicity = 1
E_HOMO = -10.39 eV
Energy relative to the best compared isomer or geometry (same formula, charge and spin) = 4.7430 eV
E_LUMO = -0.10 eV
HOMO-LUMO gap = 10.2898 eV

Element x y z (Å)
O -12.255 -25.321 13.000
H -12.420 -25.794 13.846
H -11.549 -25.799 12.687
O -12.331 -31.173 11.391
H -11.558 -31.640 11.059
H -11.962 -30.851 12.204
O -10.917 -23.726 10.416
H -11.375 -24.568 10.494
H -11.046 -23.405 9.522
O -10.256 -29.241 10.577
H -11.099 -28.816 10.778
H -9.926 -28.616 9.945
O -13.650 -26.531 15.048
H -13.935 -26.840 15.863
H -14.071 -27.143 14.396
O -11.952 -28.726 13.458
H -12.414 -28.942 14.267
H -11.236 -29.358 13.395
O -14.789 -26.138 12.528
H -13.964 -25.745 12.716
H -15.373 -25.430 12.587
O -15.718 -26.844 9.644
H -16.343 -27.240 10.207
H -15.039 -26.575 10.261
O -12.513 -27.621 7.792
H -12.361 -27.810 6.901
H -13.266 -28.182 8.088
O -9.895 -26.117 11.655
H -8.972 -25.891 11.744
H -9.953 -26.447 10.725
O -12.743 -27.966 11.057
H -12.629 -27.064 10.731
H -12.561 -27.997 12.000
O -10.200 -26.994 9.022
H -10.743 -27.195 8.249
H -9.345 -26.894 8.676
O -14.691 -29.866 11.358
H -14.044 -30.603 11.417
H -14.025 -29.219 11.117
O -15.080 -28.708 14.008
H -16.018 -28.589 14.041
H -14.941 -29.071 13.152
O -13.029 -25.536 10.110
H -13.691 -24.802 10.269
H -13.205 -25.881 9.213
O -10.714 -26.901 14.905
H -11.069 -27.656 14.455
H -9.931 -26.573 14.541


[5]
# C20H23N3O4S2

C20H23N3O4S2 as an isolated structure (the ωB97M-V functional and the def2-TZVPD basis, the Open Molecules 2025 dataset).

Output
Spin multiplicity = 1
E_HOMO = -8.19 eV
Energy relative to the best compared isomer or geometry (same formula, charge and spin) = 16.3298 eV
E_LUMO = -0.20 eV
HOMO-LUMO gap = 7.9866 eV

Element x y z (Å)
C -2.392 -3.599 0.200
H -1.491 -3.367 0.563
H -2.589 -4.249 -0.706
H -3.035 -3.899 0.974
S -3.130 -1.695 -0.243
C -1.677 -1.090 -1.057
C -0.602 -1.854 -1.680
C 0.195 -1.035 -2.492
C 0.272 0.321 -2.423
C -0.731 0.998 -1.625
C -1.770 0.150 -1.222
H -2.523 0.843 -0.716
H -0.662 2.242 -1.583
S 1.581 1.050 -3.160
O 1.983 0.503 -4.344
O 1.349 2.435 -3.223
N 2.954 1.174 -1.926
C 2.922 1.968 -0.879
C 3.388 1.338 0.222
H 3.415 1.840 1.173
H 4.624 1.458 0.030
C 3.245 -0.268 0.389
C 1.621 -0.451 0.705
O 1.203 -1.551 0.499
N 0.846 0.752 1.189
C -0.418 0.671 1.841
C -0.953 -0.365 2.281
C -2.463 -0.504 2.376
C -2.906 0.732 2.527
C -2.311 1.927 2.312
C -1.065 1.881 1.797
H -0.469 2.939 1.607
H -2.882 2.861 2.286
C -4.432 0.976 2.852
O -4.935 1.833 3.438
N -5.316 -0.317 2.203
H -4.918 -0.678 1.566
H -6.117 -0.344 2.511
H -2.869 -1.372 2.718
H -0.412 -1.566 2.032
H 1.509 1.473 1.672
C 3.702 -1.135 -0.815
C 3.892 -0.002 -2.027
H 4.922 0.426 -1.914
H 3.676 -0.532 -3.083
H 2.599 -1.577 -0.889
H 4.409 -1.475 -0.465
H 3.612 -0.456 1.511
H 3.206 2.976 -1.282
H 1.884 2.123 -0.813
H 0.940 -1.633 -3.005
H -0.881 -2.875 -1.902


[6]
# C4H6NO2

C4H6NO2 as an isolated structure (the ωB97M-V functional and the def2-TZVPD basis, the Open Molecules 2025 dataset).

Output
Spin multiplicity = 1
E_HOMO = -16.03 eV
Energy relative to the best compared isomer or geometry (same formula, charge and spin) = 4.5873 eV
E_LUMO = -5.05 eV
Net charge = +1
HOMO-LUMO gap = 10.9814 eV

Element x y z (Å)
C -1.505 1.161 -0.251
C 0.785 0.008 0.009
C -1.639 -0.643 0.334
C 2.091 -0.569 0.003
N -0.581 1.993 -0.513
O -0.175 -0.842 0.329
O 0.656 1.279 -0.213
H -2.626 1.515 -0.471
H -2.146 -0.798 1.248
H -2.197 -1.108 -0.403
H 2.756 0.148 -0.523
H 2.001 -1.514 -0.613
H 2.583 -0.630 1.063


Total energy for every record listed, in sequence, given in eV: -14014.3684, -41087.8124, -182144.8026, -33280.1909, -55428.7172, -9818.0137.